Record 1
The following is a DFT calculation (ωB97M-V with the def2-TZVPD basis set) of a cluster of 7 separate species, C35H55NO27 in total at a distorted geometry.

Each line ends with the Mulliken charge.
Element x y z (Å)
O  -6.24688  -3.74616  -5.15924  -0.321
O  -3.69564  0.02786  8.62003  -0.341
O  -4.13411  1.44077  7.03817  -0.333
O  2.99755  -0.71962  -0.82514  -0.473
O  -1.04547  2.35448  -1.65563  -0.377
O  8.20249  -1.51874  -3.04563  -0.343
O  -4.46663  -2.57862  -5.55919  -0.284
O  0.18370  0.11938  -8.23507  -0.545
O  1.98378  -1.77861  0.92326  -0.297
O  -1.57870  2.04195  15.04585  -0.320
O  3.98884  2.89378  -6.06416  -0.166
O  0.21761  -0.97157  -6.24991  -0.187
O  -2.64089  0.57236  13.68731  -0.539
O  3.96596  -0.93100  -2.93711  -0.513
O  -2.88495  -0.57070  -0.84851  -0.231
O  -1.30622  -1.50071  -7.69242  -0.269
O  2.56533  3.63166  -7.51803  -0.224
O  9.96332  -0.31283  -3.41061  -0.332
O  7.98900  0.35225  -4.30460  -0.535
O  0.06987  0.62272  -1.86503  -0.197
O  4.37276  4.90829  -7.02690  -0.552
O  -1.99521  0.74557  7.30624  -0.521
O  -1.37465  -0.65599  0.87497  -0.548
O  -2.57970  2.80066  13.28190  -0.314
O  2.00985  -1.98513  -2.32306  -0.413
O  3.77134  -1.09499  2.07818  -0.489
O  -6.43569  -1.88458  -6.43797  -0.537
N  -1.03270  1.33950  -2.25643  0.101
C  8.64973  -0.41630  -3.65271  0.779
C  1.17599  1.21877  2.41810  -0.101
C  0.87926  -1.73456  -1.41451  1.745
C  -3.35245  2.57360  12.10447  -0.471
C  1.11472  0.52250  5.25361  -0.546
C  -5.78235  -2.65712  -5.78545  0.745
C  5.19457  3.05313  -5.31276  -0.588
C  -0.25458  -0.69901  -7.47162  0.743
C  1.69683  -1.04378  -0.26973  0.441
C  1.82929  -0.02205  2.85919  0.845
C  -3.69846  2.25174  5.94754  -0.554
C  0.51007  2.10997  3.38118  -0.718
C  -1.91936  -1.32160  -8.96974  -0.858
C  -2.30101  1.69115  13.97594  0.789
C  -3.15665  0.73835  7.62320  0.809
C  -4.38518  -0.19858  1.18333  -0.919
C  -3.85003  0.30817  -0.20537  -0.293
C  6.80321  -1.75723  -3.22070  -0.570
C  -7.64936  -3.95712  -5.31611  -0.636
C  10.57871  0.82909  -4.00345  -0.616
C  -2.06355  -1.22156  0.06402  0.719
C  -3.83177  -1.45471  -6.17239  -0.393
C  -2.02763  -2.78921  -0.04897  -0.779
C  -1.20640  0.94902  15.88464  -0.623
C  1.78248  -0.37146  4.29398  -0.439
C  1.35000  -0.18931  -5.86355  -0.396
C  0.31284  -3.18458  -1.22704  -1.236
C  3.71084  3.91296  -6.88374  0.670
C  -0.57624  -3.38493  0.05311  -0.487
C  0.01777  -0.74311  -2.32124  -0.208
C  3.11336  -1.15896  -2.15346  0.395
C  2.14030  4.63877  -8.43414  -0.670
C  -2.76005  -0.77665  9.33855  -0.594
C  0.50242  1.76488  4.79925  -0.322
C  2.58785  -0.98780  1.91277  0.051
H  -2.97481  2.99492  6.28519  0.282
H  -2.30607  -0.30672  -9.07274  0.375
H  -0.62797  1.35293  16.71378  0.219
H  -2.75314  -2.01850  -9.03597  0.273
H  1.64095  -0.49815  -4.86150  -0.144
H  1.36680  -0.04502  0.11582  -0.369
H  -2.09082  0.45363  16.28692  0.289
H  -3.51756  3.53674  11.62452  0.244
H  6.21914  -0.94287  -2.79946  0.239
H  -1.21423  -1.54790  -9.77007  0.348
H  -5.39638  0.25247  1.34245  0.405
H  6.05566  3.12591  -5.97752  0.289
H  -2.59846  -3.17351  -0.94086  0.340
H  -0.70262  -4.50120  0.18110  0.407
H  -4.32223  2.14327  12.35701  0.293
H  -3.37659  1.32984  -0.16226  0.237
H  -7.90192  -4.10204  -6.36714  0.292
H  -3.27445  1.63483  5.15387  0.231
H  10.14245  1.74879  -3.61159  0.288
H  -4.24478  -0.52158  -5.78541  0.346
H  -0.12249  -3.01988  1.00614  0.213
H  6.55394  -2.67318  -2.68718  0.305
H  10.49019  0.79400  -5.09003  0.283
H  6.56592  -1.89564  -4.27627  0.299
H  1.17323  1.51423  1.33674  0.445
H  -1.03522  -1.14075  -2.37889  0.551
H  1.20435  -3.86651  -1.12686  0.404
H  1.95483  5.57939  -7.91391  0.292
H  -4.73870  0.34830  -0.89769  0.327
H  2.25504  -1.31823  4.66122  0.358
H  -4.57099  2.77113  5.55466  0.234
H  -1.99936  -0.15385  9.81091  0.259
H  -0.58292  0.23975  15.33905  0.293
H  0.05140  3.04725  2.99322  0.372
H  2.87836  4.77590  -9.22534  0.298
H  1.09540  0.87113  -5.83734  0.356
H  0.01771  2.47419  5.50744  0.378
H  -2.29902  -1.51378  8.68001  0.287
H  -0.27450  -3.47129  -2.14005  0.297
H  -2.60697  -3.16722  0.84682  0.363
H  -2.81438  1.92803  11.40900  0.142
H  -8.21362  -3.12339  -4.89647  0.292
H  -4.49606  -1.32059  1.23186  0.245
H  2.19010  -0.36663  -6.53491  0.367
H  -7.90923  -4.86193  -4.76908  0.223
H  1.12518  0.23903  6.33396  0.365
H  -3.70045  0.14792  2.00430  0.228
H  5.31320  2.16883  -4.68865  0.128
H  11.63517  0.80712  -3.74075  0.215
H  -3.30505  -1.30483  10.11892  0.231
H  1.20801  4.30144  -8.88421  0.208
H  0.41206  -0.75564  -3.38627  -0.350
H  -3.93347  -1.50036  -7.25523  0.154
H  -2.77567  -1.49340  -5.92280  0.108
H  5.13190  3.92916  -4.66597  0.326

Results
Kohn-Sham gap   9.28 eV
2S+1   1
SMILES string   CCOC(=O)CCC[C@]1(CON=O)OC(=O)O[C@@H]1OC(=O)c1ccccc1.COC(=O)OC.COC(=O)OC.COC(=O)OC.COC(=O)OC.COC(=O)OC.COC(=O)OC
LUMO energy   0.0 eV
E_HOMO   -9.288 eV

***

Record 2
The following is a DFT calculation (ωB97M-V with the def2-TZVPD basis set) of a cluster of 9 separate species, C35H55O17 in total at a distorted geometry.

Each line ends with the Mulliken charge.
Element x y z (Å)
O  2.33741  38.98626  25.49460  -0.430
O  -0.73004  33.09472  15.92332  -0.680
O  3.76674  33.47811  20.95165  -1.022
O  1.17594  29.58422  20.54131  -0.419
O  1.46521  38.72393  27.54278  -0.405
O  0.06878  37.61216  20.78128  -0.499
O  0.51867  32.41399  17.63448  -0.334
O  -1.20719  38.96263  19.55417  -0.640
O  3.24622  30.33570  20.19556  -0.530
O  4.68825  40.13186  19.31591  -0.380
O  7.51359  38.71660  21.53973  -0.680
O  -4.04244  33.43903  20.16727  -0.648
O  3.00069  40.50891  20.71823  -0.540
O  6.91486  34.14862  16.08555  -0.411
O  -2.16425  34.63756  20.27079  -0.380
O  5.67016  33.49537  17.78691  -0.491
O  5.97963  39.88801  22.63051  -0.366
C  0.87187  37.64788  21.94356  1.789
C  6.03603  37.59994  23.17011  -0.516
C  2.32258  36.63311  28.13590  -0.666
C  -0.90063  34.59800  20.95451  0.884
C  2.17810  38.31239  26.45552  0.384
C  -2.12016  32.60650  21.40355  -0.595
C  6.62020  38.76792  22.34927  0.471
C  3.36207  34.91668  22.87736  -1.045
C  3.68191  38.53284  17.97460  0.444
C  1.98050  34.27298  17.91084  1.587
C  3.39288  40.12588  19.64864  0.461
C  0.31189  38.81713  22.78152  -0.442
C  2.59026  39.38583  18.58940  0.136
C  7.92582  36.01128  17.03546  -0.526
C  4.96288  39.70062  23.62523  -0.615
C  1.29378  34.30073  16.53178  -0.434
C  0.25700  33.19619  16.62289  0.403
C  2.62341  36.87342  26.68109  -0.084
C  -0.61089  38.75150  20.57218  0.259
C  6.27457  34.37331  17.26851  0.355
C  1.72254  32.80309  18.31568  0.485
C  4.05022  35.84196  20.64749  0.989
C  2.32083  30.20074  20.93352  0.425
C  -0.67811  33.12129  21.28734  0.380
C  -2.91706  33.57438  20.55684  0.366
C  4.75007  38.19123  23.70827  1.469
C  1.17444  37.58891  28.38823  -0.421
C  7.67910  35.29290  15.72474  -0.483
C  3.30478  34.68007  21.35472  2.619
C  6.58233  35.77916  17.74575  0.387
C  0.98339  29.91906  22.84120  -0.641
C  4.97656  39.34716  18.15171  -0.405
C  2.14461  30.76226  22.33820  0.437
C  -0.38832  39.70150  21.73934  -0.428
C  0.17595  29.62175  21.57427  0.222
H  8.75018  35.54710  17.57499  0.314
H  1.90489  37.87429  21.67662  -1.239
H  2.10582  35.60201  28.41761  0.353
H  3.72508  37.53792  18.41038  -0.719
H  4.05931  40.27065  23.44261  0.286
H  0.21215  37.23477  28.00857  0.251
H  3.18715  36.89189  28.75167  0.269
H  1.10223  39.34910  23.30672  0.096
H  5.16447  39.99879  17.29508  0.264
H  4.36282  35.25905  23.16638  0.155
H  3.29219  33.98600  23.45770  0.367
H  3.04586  30.60703  22.92480  0.429
H  1.27201  28.96418  23.28158  0.296
H  1.43646  34.97352  18.54561  -0.618
H  -0.15160  32.94691  22.22781  0.307
H  5.79837  36.46233  17.41687  -0.259
H  5.08897  35.87017  20.97800  -0.060
H  1.89860  33.96407  15.67876  0.298
H  0.84084  36.72566  22.51665  -0.027
H  -0.15857  35.04484  20.30482  -0.400
H  0.25448  40.50464  21.37848  0.212
H  3.61143  36.82091  20.91172  -0.379
H  3.66083  36.72883  26.38112  0.284
H  8.11928  37.07484  16.89535  0.309
H  2.24130  34.83459  21.02857  -1.156
H  -0.37234  38.43564  23.54090  0.404
H  0.33875  30.41457  23.57274  0.331
H  6.01761  36.67549  22.61142  0.198
H  2.08748  36.24871  25.95929  0.143
H  2.16148  40.10192  17.89059  0.431
H  1.08374  37.92817  29.41632  0.321
H  8.55979  35.05268  15.13138  0.361
H  6.84968  37.56943  23.90937  0.364
H  7.03905  35.88851  15.05725  0.226
H  2.57683  32.15536  18.11382  0.248
H  -1.34059  40.11108  22.06665  0.362
H  -0.07480  32.56380  20.57192  -0.269
H  -2.33678  31.59868  21.05182  0.345
H  1.97275  31.83445  22.23091  -0.602
H  6.60497  35.73564  18.83232  0.178
H  1.57762  32.64067  19.38165  -0.670
H  -0.63664  30.32771  21.42589  -0.365
H  5.85247  38.71777  18.29162  0.261
H  3.49358  38.42025  16.90240  0.610
H  1.86756  38.78151  19.13094  -0.406
H  -0.22482  28.60861  21.60073  0.398
H  -2.48443  32.61976  22.43373  0.298
H  3.03453  34.52940  17.90607  -0.774
H  -0.99021  35.12933  21.90430  -0.255
H  3.91543  38.02230  23.02540  -0.626
H  2.57237  35.52792  23.33579  -0.149
H  5.38959  40.03553  24.57855  0.353
H  4.54533  37.89589  24.72932  -0.248
H  0.87221  35.25009  16.21229  0.359
H  3.89949  35.76687  19.57089  -1.255

Results
Kohn-Sham gap   5.49 eV
Charge   -1
2S+1   1
LUMO energy   1.9 eV
E_HOMO   -3.611 eV